1.
C33H45Cl3N3O3PdSSe2Si2 | ωB97M-V/def2-TZVPD

Results
Energy relative to the best compared isomer or geometry (same formula, charge and spin), eV: 0.4928
Electronic energy, eV: -243899.96583
Largest force on an atom, eV/A: 0.3

The geometry in ORCA input format:
```
! wB97M-V def2-TZVPD RIJCOSX def2/J DEFGRID3
* xyz -1 1
Pd 2.4849 0.3587 -1.4802
O 5.7547 3.0634 -0.7350
C 4.3625 3.2451 -0.4714
C 3.9469 2.7530 0.9208
C 4.5062 3.7300 1.9670
O 5.9163 3.8872 1.9219
C 4.4685 1.3450 1.2491
Se 4.5831 0.0786 -0.2456
C 2.4155 2.8484 1.0147
Se 1.3177 1.3214 0.4285
H 5.8482 2.0980 -0.8628
H 3.7672 2.7379 -1.2347
H 4.1683 4.3194 -0.5444
H 4.2495 3.3735 2.9702
H 4.0147 4.7046 1.8270
H 6.1942 3.6852 1.0127
H 3.8320 0.9072 2.0189
H 5.4814 1.4181 1.6434
H 2.0822 3.7398 0.4775
H 2.1333 2.9809 2.0625
C 1.3066 3.5083 -2.9271
Si 0.1539 2.0769 -3.3031
C -0.4382 2.3450 -5.0853
C -1.3709 2.2388 -2.2211
C 0.9947 0.4461 -3.0662
C 2.0634 0.0884 -4.0145
C 2.0594 0.0102 -5.4135
C 3.1935 -0.4454 -6.0581
C 4.3228 -0.8008 -5.3237
C 4.2710 -0.6742 -3.9489
N 3.1708 -0.2505 -3.3363
Si -0.0297 -1.0695 -2.7486
C 1.0736 -2.5897 -2.6416
C -1.2191 -1.4240 -4.1846
C -1.1023 -0.9715 -1.2062
H 0.8314 4.4689 -3.1484
H 2.2256 3.4397 -3.5165
H 1.5843 3.4887 -1.8715
H -1.0399 3.2570 -5.1431
H -1.0564 1.5136 -5.4357
H 0.3991 2.4644 -5.7773
H -1.7596 3.2590 -2.2949
H -1.1231 2.0384 -1.1775
H -2.1636 1.5555 -2.5377
H 1.1709 0.2818 -5.9652
H 3.2012 -0.5303 -7.1385
H 5.2210 -1.1613 -5.8045
H 5.1168 -0.9014 -3.3103
H 1.5830 -2.7756 -3.5922
H 0.4673 -3.4686 -2.4021
H 1.8257 -2.4756 -1.8581
H -0.6823 -1.4951 -5.1352
H -1.9719 -0.6363 -4.2827
H -1.7445 -2.3712 -4.0301
H -0.6319 -0.3736 -0.4249
H -1.2542 -1.9791 -0.8057
H -2.0796 -0.5408 -1.4379
Cl -6.4401 -2.0679 7.6790
C -5.2600 -2.1126 6.4018
C -4.5848 -0.9551 6.0513
C -3.6633 -1.0060 5.0204
C -3.4041 -2.1832 4.3256
C -2.4056 -2.1944 3.1878
C -1.0275 -2.6276 3.6830
N -0.1342 -2.8767 2.5835
C 0.0154 -4.0593 1.8899
C 0.8811 -3.7750 0.8731
N 1.2388 -2.4503 0.9061
C 0.6219 -1.9480 1.9388
O -2.2181 -0.9149 2.6237
C -3.0978 -0.5713 1.5592
C -4.4338 -0.1138 2.0672
C -5.5674 -0.8647 2.1290
Cl -5.7682 -2.4785 1.5716
S -6.8751 -0.0570 2.8869
C -5.9130 1.3417 3.1234
C -4.6544 1.1742 2.6438
C -4.0840 -3.3258 4.7283
Cl -3.7771 -4.8520 3.9435
C -5.0157 -3.3086 5.7546
H -4.7863 -0.0298 6.5722
H -3.1426 -0.1078 4.7153
H -2.7381 -2.8963 2.4159
H -1.1015 -3.5157 4.3115
H -0.6218 -1.8122 4.2853
H -0.4890 -4.9619 2.1928
H 1.2486 -4.4388 0.1072
H 0.6682 -0.9137 2.2468
H -3.2051 -1.4126 0.8697
H -2.5999 0.2362 1.0240
H -6.3362 2.2151 3.5919
H -3.8862 1.9338 2.6888
H -5.5392 -4.2105 6.0361
*
```

Löwdin population analysis, charges in e, atoms 1 to 2: atom 1 (Pd): 0.364, atom 2 (O): -0.120



2.
C33H45F4N2O22PS | ωB97M-V/def2-TZVPD

Results
SMILES: O=C=Nc1cc2c(c(C(F)(F)C(F)F)c1O)Nc1cc(P(O)O)ccc1S2.COC(=O)OC.COC(=O)OC.COC(=O)OC.COC(=O)OC.COC(=O)OC.COC(=O)OC
Electronic energy, eV: -113967.41316
Largest force on an atom, eV/A: 3.5

The geometry in ORCA input format:
```
! wB97M-V def2-TZVPD RIJCOSX def2/J DEFGRID3
* xyz 0 1
O -6.3021 -7.1978 3.4779
C -6.3270 -7.2395 2.3175
N -6.0367 -7.3169 1.1034
C -4.9983 -6.3132 0.8014
C -3.9310 -6.0279 1.7994
C -2.9448 -4.9989 1.4565
C -2.9435 -4.2298 0.1639
C -4.0015 -4.5101 -0.8158
C -4.2093 -3.7995 -2.1867
F -5.5249 -3.2539 -2.1467
F -3.3697 -2.7275 -2.4184
C -4.1631 -4.7529 -3.4618
F -3.8344 -6.0652 -3.1747
F -3.2455 -4.1816 -4.3690
C -5.0024 -5.5668 -0.4611
O -6.0269 -5.8824 -1.3901
N -1.9190 -3.2307 -0.1095
C -1.7811 -2.2489 0.9671
C -1.8376 -0.8270 0.5931
C -1.6923 0.1605 1.7000
P -1.8193 1.9745 1.1912
O -3.3128 2.0206 0.3526
O -2.1733 2.8277 2.6348
C -1.4692 -0.2771 3.1079
C -1.4110 -1.7231 3.4808
C -1.5891 -2.6880 2.3894
S -1.6063 -4.5137 2.6211
H -3.8497 -6.5267 2.7993
H -5.1604 -4.6825 -3.9907
H -6.7475 -5.2574 -1.1583
H -1.0284 -3.7614 -0.0940
H -1.9977 -0.5592 -0.4791
H -3.9801 1.5328 0.8824
H -2.7597 2.2069 3.1256
H -1.3725 0.5151 3.8907
H -1.2498 -2.0594 4.5420
C -5.7409 -1.5255 0.3097
O -5.5986 -1.9467 1.6669
C -6.6891 -1.7585 2.4187
O -7.7338 -1.2812 2.0496
O -6.4187 -2.1941 3.6566
C -7.5012 -2.0551 4.5760
H -4.8010 -1.7257 -0.2018
H -6.5304 -2.0894 -0.1871
H -5.9409 -0.4535 0.2573
H -8.3620 -2.6403 4.2491
H -7.7726 -1.0052 4.6958
H -7.1674 -2.4386 5.5392
C -0.6558 3.1756 -1.9093
O 0.3860 2.2081 -1.7788
C 1.5547 2.5829 -2.3115
O 1.7777 3.6288 -2.8661
O 2.4355 1.5905 -2.1200
C 3.7363 1.8550 -2.6419
H -1.5499 2.7663 -1.4445
H -0.3907 4.0991 -1.3928
H -0.8715 3.3706 -2.9611
H 4.1767 2.7265 -2.1548
H 3.6962 1.9966 -3.7229
H 4.3631 0.9894 -2.4316
C 4.3462 -3.5281 2.0396
O 4.4804 -3.9334 3.4015
C 3.3808 -3.7443 4.1412
O 2.3394 -3.2789 3.7543
O 3.6413 -4.1631 5.3867
C 2.5488 -4.0201 6.2926
H 5.2936 -3.7277 1.5412
H 3.5642 -4.1035 1.5419
H 4.1383 -2.4591 1.9746
H 1.6953 -4.6151 5.9637
H 2.2695 -2.9705 6.3966
H 2.8748 -4.3896 7.2638
C 6.2589 5.2541 0.2757
O 7.0949 4.5393 -0.6350
C 8.0413 3.7962 -0.0461
O 8.2266 3.6943 1.1382
O 8.7466 3.1862 -1.0102
C 9.8006 2.3525 -0.5274
H 5.5334 5.8176 -0.3093
H 5.7173 4.5637 0.9238
H 6.8472 5.9571 0.8669
H 9.4020 1.5455 0.0888
H 10.5306 2.9397 0.0316
H 10.2974 1.9148 -1.3924
C 9.1959 5.1306 -3.0302
O 10.4117 5.1113 -3.7833
C 11.3004 6.0407 -3.4153
O 11.1544 6.8523 -2.5367
O 12.3836 5.9117 -4.1949
C 13.4228 6.8471 -3.9117
H 8.5544 4.3391 -3.4125
H 9.3932 4.9378 -1.9827
H 8.6807 6.0847 -3.1565
H 13.7881 6.7200 -2.8915
H 13.0755 7.8689 -4.0717
H 14.2427 6.6481 -4.6004
C -6.5068 2.5836 -4.4889
O -6.3643 2.1624 -3.1331
C -7.4566 2.3507 -2.3813
O -8.4981 2.8271 -2.7530
O -7.1874 1.9159 -1.1433
C -8.2687 2.0525 -0.2218
H -5.5649 2.3831 -4.9974
H -7.2968 2.0192 -4.9865
H -6.7078 3.6546 -4.5403
H -9.1285 1.4654 -0.5472
H -8.5421 3.1018 -0.1006
H -7.9346 1.6691 0.7416
*
```

Löwdin population analysis, charges in e, atoms 1 to 2: atom 1 (O): 0.201, atom 2 (C): -0.288



3.
C33H45F7O33 | ωB97M-V/def2-TZVPD

Results
Energy relative to the best compared isomer or geometry (same formula, charge and spin), eV: 27.9777
Electronic energy, eV: -121508.84111
Largest force on an atom, eV/A: 13.1

The geometry in ORCA input format:
```
! wB97M-V def2-TZVPD RIJCOSX def2/J DEFGRID3
* xyz 0 1
C 1.5075 -0.7405 -2.4698
C 1.7273 -0.8736 -3.9901
O 0.4158 -0.9660 -4.4441
C -0.2745 -0.2315 -3.5235
O -1.3149 0.3532 -3.7634
O 0.3484 -0.0524 -2.4429
F 2.5844 -1.8762 -4.3417
H 2.3360 -0.2024 -2.0092
H 1.3197 -1.7369 -2.0698
H 2.1811 0.0137 -4.4315
C 0.7186 1.3819 -0.1594
C 0.3769 0.2091 0.8102
O -0.7979 -0.2814 0.3131
C -1.2132 0.3639 -0.8203
O -2.1300 0.0706 -1.5579
O -0.4482 1.4955 -0.9547
F 0.2318 0.6048 2.0525
H 1.6380 1.1068 -0.6763
H 0.9632 2.2690 0.4248
H 1.1362 -0.5708 0.8677
C 5.1424 -0.6482 1.9138
C 5.5907 0.1256 0.7036
O 4.2567 0.5468 0.2285
C 3.4225 -0.5103 0.5110
O 2.2238 -0.5305 0.1583
O 4.0681 -1.3480 1.3636
F 6.0910 -0.5930 -0.2581
H 4.8295 0.0796 2.6624
H 5.9709 -1.2235 2.3271
H 6.1827 0.9887 1.0080
C 1.5443 4.0128 -2.8287
C 1.0628 2.5593 -2.9727
O 2.1617 1.8791 -2.4579
C 3.2565 2.6118 -2.6653
O 4.4069 2.2799 -2.4792
O 2.9443 3.8687 -3.0070
F 0.9069 2.0740 -4.2457
H 1.3314 4.3385 -1.8106
H 1.1162 4.6010 -3.6404
H 0.1280 2.4620 -2.4205
C -1.6561 3.2198 0.2076
C -2.6295 2.7027 -0.8169
O -2.0211 3.1774 -2.0099
C -1.1916 4.2374 -1.7761
O -0.4749 4.8136 -2.5917
O -1.2788 4.4520 -0.3897
F -3.7675 3.4046 -0.6119
H -0.7460 2.6227 0.2646
H -1.9632 3.2998 1.2503
H -2.7876 1.6243 -0.8077
C -0.3198 -4.9159 0.0603
C -1.4630 -4.6532 -0.8411
O -1.5014 -3.2804 -0.9249
C -0.3654 -2.7798 -0.5454
O -0.0162 -1.5376 -0.7322
O 0.3622 -3.7711 0.0862
F -2.5704 -5.1025 -0.2335
H 0.3960 -5.6897 -0.2170
H -0.5433 -5.1513 1.1008
H -1.2644 -5.2099 -1.7569
C -3.4627 1.5899 -3.9870
C -3.7586 0.7198 -2.7138
O -5.0086 0.1690 -3.0488
C -5.6227 0.9225 -3.9189
O -6.7594 0.8141 -4.3654
O -4.7865 1.7436 -4.4601
F -3.8414 1.4953 -1.6222
H -2.9943 1.0463 -4.8075
H -2.7782 2.4254 -3.8405
H -3.0185 -0.0237 -2.4181
C -1.3288 0.5372 3.4805
O -0.8275 0.0937 4.7896
C -0.2486 1.0270 5.5407
O 0.0464 2.1977 5.2125
O -0.0510 0.4830 6.6943
C 0.5717 1.1195 7.7683
H -0.5607 0.3571 2.7283
H -1.7000 1.5606 3.4250
H -2.2684 0.0269 3.2690
H -0.1421 1.9220 7.9544
H 1.5551 1.5539 7.5889
H 0.7061 0.3567 8.5353
C 1.6335 -4.1642 5.2861
O 0.5830 -3.8775 4.4053
C 0.8015 -3.0540 3.3668
O 1.8737 -2.6288 2.9256
O -0.3845 -2.6669 2.9116
C -0.4368 -1.7488 1.8339
H 1.2173 -4.5502 6.2167
H 2.2119 -3.2513 5.4282
H 2.2098 -5.0508 5.0221
H 0.2694 -0.9250 1.9372
H -1.4470 -1.3440 1.8959
H -0.3441 -2.3000 0.8981
C 4.4360 3.0486 1.8468
O 3.9096 2.1951 2.8166
C 2.8138 1.5429 2.6325
O 1.9910 1.6751 1.6549
O 2.7008 0.5763 3.5357
C 1.7233 -0.4428 3.5340
H 3.6772 3.8097 1.6649
H 4.7007 2.4544 0.9722
H 5.3369 3.6287 2.0466
H 1.5400 -0.7953 2.5190
H 0.7656 -0.0449 3.8695
H 1.9587 -1.3179 4.1397
C -2.2052 -1.8822 -2.2936
O -2.9042 -1.5427 -3.4504
C -4.0961 -2.0652 -3.6011
O -4.7315 -2.6762 -2.7029
O -4.5753 -1.6122 -4.7245
C -6.0057 -1.6156 -4.9677
H -2.9154 -1.6274 -1.5070
H -1.2139 -1.4500 -2.1574
H -1.9601 -2.9425 -2.3544
H -6.3616 -0.7997 -5.5969
H -6.4399 -1.4931 -3.9754
H -6.1954 -2.5735 -5.4520
*
```

Löwdin population analysis, charges in e, atoms 1 to 2: atom 1 (C): -0.059, atom 2 (C): -0.277



4.
C33H45N4S2ScSi | ωB97M-V/def2-TZVPD

Results
Energy relative to the best compared isomer or geometry (same formula, charge and spin), eV: 0.1750
Electronic energy, eV: -91153.80253
Largest force on an atom, eV/A: 0.6

The geometry in ORCA input format:
```
! wB97M-V def2-TZVPD RIJCOSX def2/J DEFGRID3
* xyz 2 1
Sc 0.5823 0.3555 -0.1392
C 0.6647 -3.5324 0.4598
C 1.2316 -2.1884 0.8525
C 2.4940 -1.7425 0.4230
C 3.3820 -2.5522 -0.4815
C 3.0011 -0.5087 0.8895
C 4.3296 -0.0523 0.3437
C 2.3217 0.1969 1.9022
C 2.9253 1.3996 2.5838
C 1.0847 -0.2815 2.3761
C 0.4667 0.3535 3.5927
C 0.4969 -1.4186 1.7821
C -0.8661 -1.8767 2.2362
H -0.2946 -3.4405 -0.0524
H 0.4820 -4.1253 1.3570
H 1.3297 -4.1152 -0.1683
H 4.3196 -2.7789 0.0294
H 3.6348 -1.9960 -1.3847
H 2.9540 -3.5012 -0.7831
H 4.6106 0.9450 0.6597
H 4.3331 -0.0772 -0.7481
H 5.1252 -0.7255 0.6695
H 3.7329 1.8595 2.0241
H 3.3418 1.0997 3.5485
H 2.1790 2.1654 2.7916
H 1.0796 0.0964 4.4618
H -0.5416 0.0079 3.7828
H 0.4319 1.4388 3.5317
H -1.3374 -2.5386 1.5169
H -1.5286 -1.0261 2.3844
H -0.7941 -2.4169 3.1839
C -4.1864 2.4856 2.3665
Si -4.4705 2.6747 0.5441
C -6.2338 2.2447 0.1455
C -4.0474 4.3832 -0.0315
C -3.3997 1.4608 -0.4840
C -3.9566 0.8942 -1.6238
C -3.2579 -0.0158 -2.4270
C -1.9892 -0.3556 -2.0547
N -1.4072 0.1789 -0.9630
C -2.0798 1.0748 -0.2054
S -1.1201 1.6895 1.1324
H -5.0136 2.9792 2.8840
H -3.2553 2.9458 2.6979
H -4.1822 1.4373 2.6757
H -6.8993 2.8019 0.8096
H -6.4335 1.1808 0.2988
H -6.5166 2.5048 -0.8771
H -4.6617 5.1247 0.4854
H -4.2211 4.4917 -1.1048
H -2.9977 4.6112 0.1743
H -4.9730 1.1489 -1.9007
H -3.7047 -0.4540 -3.3079
H -1.4094 -1.0773 -2.6098
N 1.8199 2.2386 -0.4859
C 0.9091 3.3024 -0.9303
C 0.1373 3.0802 -2.0562
C -0.7551 4.0604 -2.4728
C -0.8539 5.2540 -1.7744
C -0.0592 5.4663 -0.6535
C 0.8250 4.4881 -0.2260
H 2.3517 2.5752 0.3141
H 2.5055 2.0859 -1.2273
H 0.2223 2.1520 -2.6094
H -1.3675 3.8879 -3.3486
H -1.5439 6.0199 -2.1024
H -0.1261 6.3986 -0.1088
H 1.4374 4.6520 0.6543
N 0.5927 -2.7058 -2.8896
C 0.9000 -1.5274 -3.4655
S 1.6475 -0.3074 -2.5137
N 0.6224 -1.4117 -4.7532
C 0.6862 -0.3341 -5.7074
C 0.3864 -0.7158 -7.0094
C 0.3919 0.2227 -8.0255
C 0.6982 1.5462 -7.7453
C 0.9982 1.9157 -6.4435
C 0.9948 0.9844 -5.4128
H 0.9769 -2.8935 -1.9790
H 0.2818 -3.4985 -3.4309
H 0.2830 -2.2605 -5.1886
H 0.1526 -1.7509 -7.2365
H 0.1617 -0.0848 -9.0363
H 0.7095 2.2814 -8.5380
H 1.2497 2.9435 -6.2178
H 1.2512 1.2902 -4.4140
*
```

Löwdin population analysis, charges in e, atoms 1 to 2: atom 1 (Sc): 0.780, atom 2 (C): -0.018



5.
C33H46Cl2F4KN2O3Si2Te | ωB97M-V/def2-TZVPD

Results
Energy relative to the best compared isomer or geometry (same formula, charge and spin), eV: 2.1180
Electronic energy, eV: -119381.48182
Largest force on an atom, eV/A: 3.0

The geometry in ORCA input format:
```
! wB97M-V def2-TZVPD RIJCOSX def2/J DEFGRID3
* xyz -1 1
K -0.1189 -0.0660 0.0984
C -2.5304 2.1140 -1.6483
N -1.0839 2.1773 -1.6340
C -0.5810 2.5254 -2.9466
C -0.5665 3.1309 -0.6631
C -1.1657 3.0559 0.7398
N -0.9729 1.7570 1.3140
C -1.3613 1.5021 2.5325
C -1.1280 0.1957 3.0667
F -0.4986 -0.7319 2.2656
C -1.5048 -0.2007 4.3200
F -1.2409 -1.4723 4.7159
C -2.1444 0.6556 5.2049
C -2.3801 1.9412 4.7384
F -2.9948 2.8200 5.5725
C -2.0235 2.3572 3.4805
F -2.3458 3.6443 3.1404
H -2.9977 3.1073 -1.7497
H -2.8816 1.6603 -0.7255
H -2.8512 1.4944 -2.4847
H -0.8960 3.5364 -3.2655
H -0.9464 1.8124 -3.6820
H 0.5093 2.4973 -2.9411
H -0.7212 4.1653 -1.0212
H 0.5095 2.9567 -0.5919
H -2.2281 3.3328 0.6918
H -0.6663 3.8311 1.3414
H -2.4667 0.3371 6.1773
O -1.8142 -1.0908 -0.9646
C -1.5133 -2.4234 -1.3777
C 0.0606 -2.6596 -1.2550
O 0.4542 -3.8029 -1.4257
O 0.7333 -1.6313 -1.0369
C -1.7758 -2.5938 -2.8504
C -1.4452 -1.5490 -3.7102
C -1.6794 -1.6585 -5.0676
C -2.2627 -2.8053 -5.5818
C -2.5536 -3.8637 -4.7389
C -2.2937 -3.7695 -3.3841
C -2.3445 -3.3645 -0.5298
C -3.7300 -3.3297 -0.6878
C -4.5514 -4.1382 0.0732
C -3.9961 -4.9886 1.0134
C -2.6251 -5.0123 1.1966
C -1.8012 -4.2015 0.4325
H -2.7550 -0.9643 -1.1401
H -0.9836 -0.6609 -3.3000
H -1.4106 -0.8470 -5.7315
H -2.4872 -2.8769 -6.6366
H -2.9948 -4.7680 -5.1347
H -2.4998 -4.6113 -2.7395
H -4.1695 -2.6833 -1.4406
H -5.6236 -4.1122 -0.0698
H -4.6329 -5.6356 1.5975
H -2.1949 -5.6717 1.9367
H -0.7306 -4.2394 0.5568
C 5.1650 3.9231 -4.6525
Si 4.1603 3.3876 -3.1035
C 2.8500 4.7442 -2.7853
C 5.3499 3.3771 -1.6140
C 3.4390 1.6723 -3.4579
Te 2.5191 0.4291 -1.8821
C 3.0560 -1.3639 -2.9436
Si 4.3166 -2.3152 -1.9034
C 6.0141 -1.4414 -2.1037
C 3.9394 -2.2930 -0.0379
C 4.4313 -4.1158 -2.5281
H 5.6081 4.9059 -4.5236
H 4.5424 3.9650 -5.5410
H 5.9740 3.2293 -4.8597
H 3.3143 5.7256 -2.7219
H 2.3261 4.5657 -1.8517
H 2.1068 4.7857 -3.5757
H 5.7755 4.3618 -1.4392
H 6.1719 2.6848 -1.7663
H 4.8274 3.0741 -0.7118
H 4.2471 1.0546 -3.8439
H 2.7000 1.7684 -4.2539
H 3.4421 -1.0753 -3.9161
H 2.1503 -1.9384 -3.0842
H 5.9512 -0.4086 -1.7749
H 6.3477 -1.4349 -3.1364
H 6.7830 -1.9292 -1.5131
H 4.1982 -1.3220 0.3736
H 4.4969 -3.0512 0.5047
H 2.8814 -2.4701 0.1199
H 4.7195 -4.1475 -3.5756
H 3.4585 -4.5878 -2.4320
H 5.1491 -4.7007 -1.9596
Cl 4.8759 0.7031 2.4726
C 3.2078 0.2131 2.8003
Cl 2.1048 0.9454 1.6365
H 2.9367 0.5501 3.8009
H 3.1572 -0.8703 2.6963
*
```

Löwdin population analysis, charges in e, atoms 1 to 2: atom 1 (K): 0.673, atom 2 (C): -0.104